Entry 1:
Entry from OMol25: a structure of composition C38H65CsN3O3S2Si (ωB97M-V with the def2-TZVPD basis set).

Relative energy (zero: lowest compared OMol25 entry of this formula, charge and spin) in kJ/mol: 0.0
HOMO-LUMO gap in eV: 5.55
Maximum force in hartree/bohr: 0.00873
E_HOMO in eV: -3.68

Structure (ORCA input):
```
! RIJCOSX wB97M-V def2-TZVPD def2/J DEFGRID3
* xyz -1 1
Cs -0.4042 0.7424 0.5908
S -0.4754 -2.0947 -1.3161
S 2.2892 -0.2503 3.0192
Si 1.3233 -1.4740 -2.0489
O 1.3516 -0.9947 -3.6331
O 1.8838 -0.1140 -1.2446
O 2.5362 -2.6250 -2.0044
N 3.3541 -1.8905 4.8265
N 1.3337 -2.5231 4.3318
N -0.1940 -2.2937 2.5503
C -0.5835 5.2458 0.6138
C -1.3655 -2.6106 1.9940
C 0.0249 -2.7004 3.7837
C -2.9466 2.2815 -0.4005
C 3.3195 1.4889 -0.2785
C -2.2188 3.3694 0.1879
C -3.4537 1.5038 0.6673
C 1.2412 -1.7466 -4.8359
C -2.9972 0.0848 3.4671
C 2.9357 0.7896 -1.5812
C 2.2802 -1.5539 4.0459
C -1.9566 1.4969 -2.6546
C -1.6079 4.6610 -0.3743
C -4.9680 1.5990 3.4356
C 2.6549 -2.0608 -5.3236
C -2.1297 -3.6927 3.9680
C 4.5925 -1.1468 4.8183
C 1.9868 -4.7471 -1.0111
C -3.0607 2.0561 1.8970
C 2.7975 -2.8487 0.4078
C 0.4565 -3.0431 -4.6412
C 2.4112 1.8096 -2.5882
C 1.8514 -3.4228 5.2653
C -2.8016 2.3875 4.3717
C -0.9271 -3.3533 4.5605
C -3.2167 1.8899 -1.8580
C -0.8527 4.5123 -1.6990
C 4.1516 0.0605 -2.1466
C -4.1301 0.6545 -1.9246
C -2.3439 -3.3463 2.6455
C -2.7126 5.7190 -0.5539
C -2.3076 3.1974 1.5942
C 4.3402 -3.9301 -1.2385
C 0.5161 -0.8456 -5.8291
C 2.8952 -3.5210 -0.9593
C -3.4412 1.5406 3.2706
C 3.0958 -3.0285 5.5613
C -3.9763 3.0047 -2.5990
H 2.6323 -2.6211 -6.2612
H 4.1328 2.1979 -0.4468
H 4.9445 0.7820 -2.3582
H 1.3093 -4.2917 5.5844
H -3.3363 -0.2885 4.4405
H -4.0325 0.5968 0.5557
H 3.1846 2.5444 -2.8250
H 5.2780 -1.6178 5.5203
H 4.9934 -3.0564 -1.2050
H -2.8881 -4.2136 4.5383
H 2.2786 -5.4654 -0.2403
H -3.4693 5.3788 -1.2611
H -3.2080 5.8906 0.4038
H 3.1722 -2.6486 -4.5641
H -4.2490 2.6743 -3.6069
H -2.3012 6.6687 -0.9135
H -1.9063 -0.0103 3.4404
H 1.7728 -2.5364 0.6186
H -5.2753 1.2346 4.4225
H 0.4248 -1.3338 -6.8018
H -1.8651 3.8500 2.3317
H -1.5356 0.5426 -2.3205
H -0.4794 -0.6120 -5.4492
H -0.4256 5.4782 -1.9862
H -5.4552 0.9897 2.6722
H -1.0494 5.5626 1.5456
H -1.5090 -2.2758 0.9719
H 3.2055 -1.1307 -5.4824
H 0.1942 4.5156 0.8516
H 3.8268 -3.4680 6.2156
H -0.0287 3.8028 -1.5945
H -0.7407 -3.5792 5.6009
H -2.2273 1.3544 -3.7072
H 4.6830 -4.6562 -0.4976
H -3.0846 2.0038 5.3569
H 4.5198 -0.6727 -1.4285
H -5.3185 2.6259 3.3156
H 2.0950 1.3032 -3.4996
H 2.4649 2.0395 0.1211
H -1.4863 4.1797 -2.5160
H 0.9644 -3.6938 -3.9280
H -1.7120 2.3670 4.2956
H -0.5380 -2.8331 -4.2492
H -0.1062 6.1245 0.1692
H -4.3296 0.4137 -2.9726
H -3.1283 3.4268 4.3022
H 3.6318 0.7545 0.4660
H -3.6537 -0.2168 -1.4719
H 1.0655 0.0900 -5.9502
H 4.4128 -0.1120 5.1063
H 4.4139 -4.3767 -2.2320
H -3.4135 -0.5605 2.6915
H 0.9509 -4.4434 -0.8581
H 5.0236 -1.1436 3.8177
H -3.3932 3.9176 -2.6971
H 1.5478 2.3336 -2.1730
H 0.3710 -3.5611 -5.5998
H 3.8920 -0.4670 -3.0639
H -1.1705 2.2468 -2.6226
H 3.1169 -3.5449 1.1888
H 2.0675 -5.2277 -1.9889
H -4.8917 3.2497 -2.0554
H -5.0846 0.8381 -1.4276
H -3.2623 -3.5948 2.1327
H 3.4325 -1.9618 0.4489
*
```

=====

Entry 2:
Entry from OMol25: a structure of composition C29H23Cl2N12O3PTa (ωB97M-V with the def2-TZVPD basis set).

Relative energy (zero: lowest compared OMol25 entry of this formula, charge and spin) in kJ/mol: 32.3
HOMO-LUMO gap in eV: 6.81
Maximum force in hartree/bohr: 0.03000
E_HOMO in eV: -11.54

Structure (ORCA input):
```
! RIJCOSX wB97M-V def2-TZVPD def2/J DEFGRID3
* xyz 1 1
Ta 0.1329 0.2589 -0.1408
Cl -3.1505 3.6643 1.4483
Cl 0.3506 -0.5109 2.0957
P -2.0079 -1.3793 0.3095
O 2.4685 -1.3579 -0.6858
O -1.6415 1.4684 -1.1654
O -0.8179 1.7755 0.7811
N 0.9648 1.6177 -1.5724
N -0.8040 -1.9162 -2.1238
N 1.4815 3.6392 -2.1574
N -0.9219 -2.2639 -3.3355
N 1.3006 2.9520 -3.3126
N 1.9695 1.3170 0.7683
N 0.6633 0.7419 -3.7776
N 1.2980 2.9177 -1.1411
N -0.3984 -1.3283 -4.1641
N 6.5279 1.7213 -0.5432
N -0.1868 -0.6895 -2.0648
N 1.2141 -1.7379 -0.2392
C -1.5811 2.2151 -0.1804
C -4.1260 0.0455 4.1658
C 0.9965 -2.9767 -0.0662
C 4.2641 1.9703 0.6805
C -4.5062 0.5377 2.9285
C -4.0397 -0.4427 -1.4072
C -0.9641 -5.7755 1.3153
C -3.6283 -2.8020 -1.4799
C -2.4867 -1.3498 3.0946
C 4.1115 2.7756 1.7989
C -5.3445 -1.8444 -2.8619
C -0.1987 -3.6362 0.4602
C 0.0259 -4.9808 0.7588
C -1.4626 -3.0722 0.7134
C -2.2579 3.5395 -0.0736
C 0.9647 1.7509 -2.9184
C -3.8813 0.0854 1.7754
C -2.8649 -0.8648 1.8404
C -5.0417 -0.5921 -2.3539
C -3.3326 -1.5492 -0.9404
C -2.4340 -3.8811 1.2902
C 2.8606 2.8389 2.3818
C 1.8258 2.0964 1.8545
C 3.1712 1.2778 0.1845
C -4.6277 -2.9484 -2.4270
C -2.1976 -5.2185 1.5876
C 5.5213 1.8364 -0.0044
C -3.1146 -0.9025 4.2442
C 0.0346 -0.3913 -3.3570
H 0.8464 2.1233 2.3023
H -4.6171 0.3951 5.0640
H -2.8113 -1.2967 5.2048
H -4.8322 -3.9273 -2.8384
H -5.5801 0.2795 -2.7014
H -3.8139 0.5522 -1.0624
H -6.1224 -1.9582 -3.6046
H 4.9457 3.3404 2.1916
H 3.2694 0.7171 -0.7260
H -3.4112 -3.4674 1.5037
H -1.4973 4.3199 -0.1039
H -5.2965 1.2725 2.8523
H -3.0542 -3.6728 -1.2036
H 1.8274 -3.6458 -0.2897
H -2.9879 -5.8142 2.0236
H -4.2228 0.4795 0.8294
H 2.6779 3.4585 3.2470
H 2.9946 -2.1467 -0.9118
H -0.7653 -6.8155 1.5327
H 0.6829 0.9374 -4.7669
H -2.9397 3.6561 -0.9112
H 0.9983 -5.4123 0.5587
H -1.6992 -2.0844 3.1871
*
```

=====

Entry 3:
Entry from OMol25: the molecule CH4N4S (ωB97M-V with the def2-TZVPD basis set).

Relative energy (zero: lowest compared OMol25 entry of this formula, charge and spin) in kJ/mol: 57.6
HOMO-LUMO gap in eV: 8.19
Maximum force in hartree/bohr: 0.07300
Structure (SMILES): N/N=N/C(N)=S
E_HOMO in eV: -8.40

Structure (ORCA input):
```
! RIJCOSX wB97M-V def2-TZVPD def2/J DEFGRID3
* xyz 0 1
S 2.6232 1.4279 1.8459
N 0.0043 1.2139 1.5647
N 1.3135 0.1465 -0.1019
N 0.2726 -1.0813 -1.4312
N 0.1445 -0.3543 -0.3826
C 1.2521 0.9739 1.1042
H -0.0829 1.8529 2.3209
H 1.2474 -1.1612 -1.5961
H -0.4541 -1.8555 -1.5884
H -0.7629 0.7452 1.0992
*
```

=====

Entry 4:
Entry from OMol25: a structure of composition C3H6NO3P (ωB97M-V with the def2-TZVPD basis set).

Relative energy (zero: lowest compared OMol25 entry of this formula, charge and spin) in kJ/mol: 96.5
HOMO-LUMO gap (spin up / spin down) in eV: 7.08 / 7.08
Maximum force in hartree/bohr: 0.07421
E_HOMO (spin up / spin down) in eV: -7.26 / -7.26

Structure (ORCA input):
```
! RIJCOSX wB97M-V def2-TZVPD def2/J DEFGRID3
* xyz 0 1
P 0.6055 1.5179 -0.8877
O -0.8190 0.9643 -1.3694
O -2.0175 -1.0691 -1.2835
O 1.1694 0.1470 -0.4061
N -0.1717 2.4547 1.4274
C -0.9672 -0.5555 -1.0695
C 0.2940 -0.8822 -0.6317
C 0.7560 -2.2610 -0.2452
H -0.9688 3.2290 1.3278
H 0.1734 2.5427 2.3523
H 1.7232 -2.1273 0.3046
H -0.6831 1.5449 1.3758
H -0.0506 -2.7197 0.3399
H 0.9564 -2.7858 -1.2347
*
```